{"formula": "C76H178N14O20", "method": "the ωB97M-V functional and the def2-TZVPD basis", "orbital_gap_ev": 8.46, "max_force_ev_per_a": 4.14, "mol_weight_g_mol": 1608.3, "total_charge": 0, "homo_energy_ev": -8.05, "e_lumo_ha": 0.0151, "species": ["H", "H", "C", "H", "H", "H", "C", "C", "H", "O", "H", "N", "H", "H", "H", "N", "H", "C", "H", "H", "H", "H", "H", "H", "H", "H", "C", "C", "H", "N", "H", "H", "C", "C", "C", "C", "H", "H", "C", "H", "N", "H", "H", "H", "N", "H", "O", "H", "H", "H", "C", "H", "H", "C", "H", "C", "O", "C", "C", "H", "C", "C", "O", "H", "N", "O", "H", "H", "H", "H", "H", "H", "O", "H", "H", "H", "H", "C", "H", "H", "H", "N", "H", "H", "H", "H", "H", "H", "C", "H", "H", "C", "H", "H", "H", "C", "H", "H", "H", "C", "H", "C", "H", "H", "H", "C", "H", "H", "C", "H", "H", "H", "H", "H", "C", "H", "C", "H", "C", "C", "C", "C", "C", "H", "H", "H", "H", "H", "O", "H", "H", "H", "C", "C", "C", "H", "H", "C", "H", "C", "H", "C", "H", "N", "O", "H", "H", "H", "H", "H", "H", "O", "H", "C", "H", "O", "H", "H", "C", "O", "H", "H", "C", "H", "C", "C", "H", "H", "C", "O", "H", "H", "H", "H", "N", "H", "H", "H", "H", "H", "H", "C", "H", "C", "C", "H", "H", "H", "C", "H", "H", "H", "C", "H", "H", "O", "H", "C", "H", "H", "H", "H", "H", "C", "O", "H", "H", "N", "H", "H", "C", "C", "H", "H", "H", "O", "C", "H", "C", "N", "H", "H", "H", "C", "C", "H", "H", "C", "O", "H", "C", "H", "H", "H", "C", "O", "C", "N", "H", "C", "H", "H", "N", "H", "H", "H", "H", "C", "H", "H", "H", "C", "C", "H", "C", "H", "H", "H", "H", "H", "H", "H", "C", "H", "C", "O", "H", "H", "H", "C", "O", "H", "C", "H", "H", "C", "H", "H", "H", "C", "H", "H", "C", "H", "O", "N", "C", "C"], "positions_angstrom": [[-4.4216, -1.8218, 10.8621], [-0.9215, 3.6484, -2.1001], [-5.4596, -3.8928, 5.1150], [-2.4939, 3.7146, -1.4934], [0.5282, 6.2621, 1.3674], [10.5130, -2.3605, -0.1588], [6.0732, -0.3703, -0.6454], [0.1189, -3.5534, 5.4666], [-5.9262, -2.8045, 6.8571], [-1.3239, 4.5379, -6.7957], [0.9814, 2.2686, -7.3826], [-4.6785, 4.1289, 4.3909], [4.0908, -2.5374, 6.2352], [-2.0017, -2.3235, -7.9410], [6.6904, -0.9103, 0.0727], [3.0743, 1.6483, 2.5848], [-6.3372, 3.6453, 0.9647], [-4.7871, -4.3528, 8.7918], [-1.1287, 1.1621, -2.2648], [-7.9681, -0.7460, 4.5708], [0.9655, 1.8583, -3.9369], [0.1101, -1.6390, 2.3191], [-5.6402, -4.9072, 4.7593], [4.3710, -2.4075, 3.3613], [10.3275, -3.9414, 0.4525], [-1.5674, 5.0889, 4.9709], [-0.8951, 2.5930, -10.7353], [-4.4875, -0.9339, -1.3453], [1.9506, -1.5898, 5.4505], [1.5229, -3.5167, 6.0144], [2.4424, -5.4374, 0.0984], [0.1649, -5.6890, 5.1113], [-1.6699, 6.1355, 4.6842], [0.0359, 2.7522, -7.6280], [-1.6551, -3.7409, -0.1999], [-3.1928, 2.2603, 8.4001], [0.7435, -0.3500, 3.2724], [-2.3035, 1.9746, -3.2344], [-4.6906, -2.8509, 10.6240], [1.5584, -8.8382, -5.7678], [0.6761, 0.7426, 0.7104], [3.4747, 0.7638, -7.5051], [-0.7201, 1.9830, -7.7859], [-7.4047, -3.2845, 4.6138], [-5.6937, -3.7422, 6.5625], [-5.0397, 0.9936, 1.5974], [-1.0449, 6.4700, 3.4866], [-3.1426, -0.3569, -3.0524], [3.8851, 3.6990, -1.3910], [0.0957, -2.1875, -8.0237], [4.1191, 1.9657, 1.5967], [1.3396, 9.4501, -4.6105], [2.5878, -1.0763, -9.3306], [-0.7487, 3.8989, 0.6384], [1.7666, -1.1394, 0.5361], [-4.5804, -4.3626, 7.2771], [-6.1510, -1.5784, 4.5871], [4.4799, -3.4915, 3.3283], [4.7158, 0.6027, 1.1180], [2.8396, -1.4598, -4.3011], [3.9525, 4.6821, -1.8568], [-0.2797, 3.6677, -6.4058], [0.3515, 2.8953, 4.0307], [1.2672, -1.6446, 7.1217], [2.4916, 6.5970, 2.2534], [-2.0569, -0.2248, -7.3739], [0.2298, 9.7563, -2.4427], [-5.5271, -2.7246, 0.3231], [3.7607, 2.5410, 0.7431], [2.8723, 7.1997, 2.9689], [0.3964, -1.0503, -4.5954], [2.5231, -4.3605, 2.7176], [-1.0801, 2.8062, -0.1633], [2.7499, -3.9438, -0.8740], [4.3071, -8.1316, -4.6447], [8.1573, -4.3789, 1.6850], [-0.9411, 8.4888, -2.8735], [-3.9392, -0.2680, 6.4494], [4.9248, 2.5278, 2.0688], [-0.6090, -2.9040, 5.9528], [6.7024, -0.0488, -1.4754], [-0.2460, -0.7065, -9.5276], [1.5823, -3.9563, 0.5551], [-2.3052, -1.9036, 2.2827], [-3.5957, -3.9448, 7.0675], [6.0242, -3.4963, 1.0633], [-0.2809, 4.3432, -8.9050], [-0.1864, -0.0077, -8.8008], [-4.8378, 0.6436, 7.2310], [-0.5762, 3.1092, -5.5179], [5.3599, 0.2115, 1.9055], [-4.2755, 2.0921, 7.4357], [0.0330, 4.4874, 0.1580], [-1.5055, -5.4456, -1.5513], [0.0486, -3.3436, 4.3992], [4.7961, -2.4522, 8.8041], [-0.5979, -2.3314, -3.8634], [-2.1823, -1.1831, -5.5168], [2.4664, -4.9302, -4.2512], [1.8195, -8.8545, -4.7097], [2.4766, 7.3885, -4.2240], [1.2044, -0.4207, -0.0602], [0.7081, -2.6886, -9.6156], [6.4123, -3.3860, 3.9778], [-5.8809, 1.9648, 2.8694], [-0.1496, -0.6643, 2.7323], [-0.6788, 3.1985, 5.8231], [-3.3591, 3.4186, 1.6063], [-4.3599, 3.8012, 1.8065], [0.9123, 1.7670, -9.7459], [-4.6059, -1.9202, -1.7938], [-1.8923, -6.7899, 6.7584], [3.3431, 3.5584, 3.3226], [10.5430, -2.5359, 1.5291], [6.4931, -3.0770, 1.9535], [5.2529, -0.9405, -1.0814], [3.6100, -7.3178, -4.8447], [-3.7256, -0.5192, -6.2251], [-2.6531, -0.3824, -6.0872], [-5.4635, 2.9955, 1.0144], [-2.0405, 1.7558, -2.1995], [0.5408, -1.8377, -8.9551], [3.1860, 6.7470, 0.9999], [0.7628, 7.8173, 1.9526], [-2.6891, 3.0317, -12.5644], [-1.1691, -0.0171, 0.8617], [2.5430, -0.7028, -1.7666], [-4.4582, -3.5937, 4.8053], [-4.5734, -3.0338, 9.2279], [-0.5581, 1.5073, 5.3087], [5.6011, -3.0182, 8.3353], [-2.8609, -5.3512, 0.4725], [-2.3746, -3.9578, -2.5319], [1.6420, 7.6082, -3.5582], [-0.6588, 2.5347, 4.9588], [-1.6375, 2.0882, -10.1171], [-2.7365, 6.2384, 4.4841], [2.4919, 2.9026, 3.1395], [-6.2751, -1.0490, 0.6668], [0.9596, 6.7801, 2.2240], [3.4581, -7.3118, -5.9240], [1.6628, 1.6830, -3.1177], [2.7913, 4.6808, 0.4021], [5.9475, -3.6998, 3.1378], [8.6408, -2.6423, 0.7424], [1.8133, 2.6542, -2.6462], [-5.0979, 0.1346, 8.1591], [-0.3847, -4.1175, -1.8666], [1.9195, 3.5937, 5.1318], [-4.4683, -1.2149, 6.3420], [-1.5936, 4.5859, 0.6847], [1.3753, -2.8053, -3.8583], [-0.9029, -4.1996, 0.4418], [-0.2980, 9.2761, -3.2667], [-4.3185, 4.7840, 1.3370], [-1.2406, -0.7884, 3.6456], [8.4507, -3.1217, 2.8177], [-3.9895, 2.5543, 6.4908], [0.3154, -2.1232, -4.4208], [3.5281, -2.7296, 8.1566], [1.9378, 5.8879, -0.5862], [2.7252, 0.7758, -0.9053], [-0.4176, 0.3526, 1.5594], [-2.9152, -0.1965, 2.5774], [-2.9469, -4.2664, 0.4106], [3.7514, -3.4958, -4.1957], [3.1370, 7.7714, 0.6307], [-1.4371, -5.0804, 5.2184], [1.9092, -2.1378, 6.3918], [5.5200, 0.8441, -0.0494], [-5.1729, -1.8177, 1.7715], [3.6172, -0.9938, 6.9448], [-0.1807, -7.2925, 6.9193], [4.8676, 4.6811, -2.4490], [3.3538, -4.8169, -4.7200], [2.6133, -9.5747, -4.5113], [1.6383, -4.0906, 6.8375], [4.0660, -3.4451, -3.1533], [2.8635, 0.5772, -5.8915], [4.2403, 6.6126, 1.2417], [2.6136, 1.2974, -3.4858], [1.9693, 0.0842, -1.2771], [-3.9835, -4.9105, 9.2726], [1.0444, 6.2876, -3.5393], [2.9844, 0.0533, -6.8396], [-3.8139, 0.1695, 5.4590], [0.5924, 4.2192, -6.0547], [-1.0882, -6.8829, 8.2921], [0.3707, 6.4555, 3.6277], [0.7470, 5.5103, 4.0189], [-4.4537, -5.3993, 6.9653], [-5.1110, 2.7138, 0.0222], [-3.2250, -0.3233, -1.9661], [4.7508, -2.8140, 9.8313], [0.9545, -9.1818, -4.1329], [-1.4351, 3.8564, -11.0525], [2.0498, 7.8542, -2.5778], [-1.4079, -4.3604, -1.5798], [-1.7019, -1.9222, -10.3277], [-1.5242, -2.6600, -0.1487], [4.0123, -0.1823, 0.8407], [-5.3422, -0.3301, -1.6504], [-2.3463, -0.8765, -1.6344], [-0.4421, -4.9587, 5.6464], [-0.4783, -5.2866, 7.0744], [4.3952, -6.0181, -3.2310], [-0.9195, 10.0484, -3.7200], [0.3629, 3.5716, -8.8038], [4.2627, -3.7777, 4.3573], [-3.1702, -1.5334, 3.7142], [-1.6233, -1.0669, -9.6566], [2.6158, -2.5059, -4.5101], [-6.3111, -3.2150, 3.2698], [3.1531, 4.8254, -2.5838], [-2.3686, 6.2019, -6.3718], [3.4553, -3.8184, 1.0163], [2.4944, -4.3486, 0.1053], [3.8478, -5.3354, 2.3183], [-0.9423, -6.5877, 7.2530], [0.5890, 5.2098, -3.5230], [-5.7156, 0.7382, 6.5917], [-0.7588, 6.2274, -5.7212], [-2.9271, 4.7842, -12.1145], [3.5413, -4.2895, 2.3351], [-4.5172, 3.9433, 3.2669], [-7.3249, -0.9438, 2.9232], [2.3089, 1.1112, 2.2031], [0.4716, 2.7319, -9.9968], [4.0198, 5.6926, -0.9099], [5.1278, -1.4143, 8.7745], [-6.3907, -2.9979, 4.3350], [-0.9038, 1.2700, 1.8913], [-1.6393, 2.5901, 4.4858], [0.6156, 7.2077, 4.3776], [1.6766, 2.7863, 4.4411], [2.3502, -7.6427, -4.2243], [-5.4122, -1.7133, 0.7132], [-3.1755, 1.0764, -1.5738], [-6.6611, 0.2969, 3.9974], [-2.4721, -1.0989, 2.9987], [1.8093, 1.8123, 4.9121], [-5.0253, 2.7293, 7.9046], [-3.1495, -3.6434, -3.3486], [-3.0880, 1.1388, -0.5696], [-0.4771, 3.6514, 1.6646], [-0.7298, 1.9496, -11.5994], [-3.8465, -3.9349, -0.1080], [-7.0679, -0.7135, 3.9571], [-2.4110, 0.5377, -5.5554], [-2.1311, -0.2759, -10.2084], [2.3906, -2.4892, -5.5764], [7.9897, -3.3144, 1.8489], [1.9343, -1.3707, -8.5094], [-3.9733, -3.5316, 11.0825], [-2.6962, 3.7766, -11.7687], [-3.5234, 3.6433, -11.0715], [-1.9760, 5.2016, -4.9569], [0.1735, 8.2735, -5.1027], [-1.3464, 6.8137, 5.4739], [6.3251, -2.0034, 1.8678], [2.5000, -2.2248, -8.1373], [-2.9137, -0.3513, 6.8095], [2.8574, 5.6743, -0.0414], [-6.7751, 1.2886, 1.5290], [4.1774, -6.0051, -4.2989], [1.0843, 0.6501, -2.3284], [-3.1286, -3.9040, 1.4224], [4.6251, -3.1710, -4.7607], [1.1536, 3.1254, -10.7505], [-2.3001, -1.3259, -8.2633], [-4.3293, -1.0684, -0.0085], [-5.7402, -4.8016, 9.0716], [-1.6213, 3.0615, -1.5052], [0.2853, 1.5078, 0.1795], [0.3933, -1.0206, -0.4729], [-5.8173, 1.7281, 1.8073], [3.7425, -0.7059, -6.6473], [-5.6580, -3.1179, 11.0494], [5.1222, -5.9239, -4.8365], [0.7070, 8.6485, -4.2292], [-3.3797, -1.3967, -8.3957], [0.1269, -2.5010, -5.4257], [-1.6071, 5.5706, -5.9139], [2.0749, 3.4049, 2.2666], [1.7691, -0.4211, -7.4158], [-2.3537, 2.3243, 9.2110], [10.0265, -2.9118, 0.6459], [3.3825, -2.0577, 6.9107]], "atomic_forces_ev_per_a": [[-0.1194, -0.0978, -0.0757], [0.5189, -0.3879, -0.0787], [-0.5126, 1.7017, 0.3328], [-0.3813, 0.1352, 0.7551], [0.0263, -0.7761, 0.5267], [-0.7199, 0.3086, -0.3119], [-0.5256, 1.6128, 0.3597], [0.3539, -1.4561, 1.0586], [0.4314, 0.1041, -0.1365], [0.1155, -0.2151, -0.5468], [-0.0975, -0.5195, 0.1993], [0.1396, -0.2431, -0.1782], [-0.1038, 0.0638, -0.5345], [0.3737, 0.1639, 0.7992], [-0.1968, -0.2149, -0.0823], [0.4514, 0.8184, 1.2965], [0.0016, -0.0120, -0.3010], [1.2000, 0.0979, -0.4254], [0.0419, -0.5117, 0.1909], [-0.4720, 0.2377, -0.2561], [0.0971, -0.1218, -0.1551], [-0.1843, -0.3633, -0.2234], [0.0210, -0.1854, 0.3098], [-0.9392, 0.2719, -0.6331], [-0.5349, -0.4213, 0.3008], [0.5500, -0.0718, 0.0787], [0.3287, -0.7228, 0.8266], [0.2738, -0.7544, -2.9422], [-0.3269, 0.4408, 0.0555], [-0.9208, 1.3052, -0.4270], [0.2283, -0.1771, -0.0763], [0.4165, -0.1951, 0.1348], [-1.1534, 0.0096, -0.0905], [0.9218, 1.3850, 0.8971], [-0.0366, -1.1386, 0.8644], [2.1574, -0.7727, 1.5318], [-0.1683, 0.2166, 0.3532], [-0.0988, 0.3146, -0.1104], [0.6647, -0.5444, -0.1699], [0.0770, 0.1448, -0.1602], [1.6415, -1.4864, 0.9586], [-0.0302, 0.1853, -0.2640], [-0.3502, 0.0724, 0.0128], [-0.3813, 0.3411, 0.1459], [0.6742, -1.5086, -0.8701], [0.0120, -0.2202, 0.3924], [0.8720, -0.4104, -0.5155], [-0.7111, -0.2332, -0.1286], [-0.2195, -0.2197, 0.0574], [-0.2426, -0.3335, 0.0123], [-0.5028, -2.1564, 0.1372], [0.1561, -0.0071, -0.0457], [-0.2894, 1.0815, -0.1934], [-0.4743, 1.4302, -0.7617], [0.4544, 0.4573, 0.2110], [-0.4353, -0.0440, 0.9757], [0.6397, -1.6814, -0.5421], [0.7429, -0.0588, -0.7741], [0.8761, 0.8366, -0.7996], [0.5353, 0.1003, 0.4335], [0.5007, -0.4867, -0.8808], [-0.2271, -0.4750, -0.7671], [-2.0086, 0.0471, -0.3745], [-0.2811, -0.0200, 0.0062], [-2.5218, -0.8144, 0.4270], [0.5269, -1.0158, -0.4827], [-0.0348, -0.0883, 0.1558], [-0.6172, 0.0962, -0.2260], [-0.1482, 0.0910, -0.3046], [0.0340, 0.0895, -0.1047], [0.5650, 0.3145, 0.6467], [-0.2673, 0.4567, 0.6194], [-0.8669, -1.2138, -1.1297], [-0.3219, -0.0390, 0.1003], [0.2802, -0.1165, 0.1896], [-0.0962, -0.3198, 0.0804], [-0.1675, 0.1267, 0.1875], [0.5303, 0.2779, -0.7260], [-0.0933, 0.0705, 0.0902], [0.2908, 0.5157, 0.3091], [0.0462, 0.1175, 0.1212], [1.5873, -1.1839, 0.2490], [-0.8552, -0.1481, -0.8753], [-0.0470, 0.2352, -0.6123], [0.1671, 0.6063, -0.0636], [-0.1771, -0.1328, 0.0673], [-0.2102, -0.1707, -0.2559], [0.0079, 0.4470, 0.0587], [0.4763, 0.7345, 0.0691], [-0.2656, -0.4806, 0.0513], [-0.0369, -0.1243, 0.2508], [-0.5365, -0.2337, 0.5445], [0.4794, -0.0181, 0.0910], [0.2599, -0.1581, 0.3571], [0.5173, 0.2626, -0.0928], [-0.4278, -0.8099, -0.5006], [0.1538, 0.1054, 0.2730], [-0.2237, -0.4024, -0.0882], [-0.5854, -0.5189, -0.2892], [0.8276, -0.2997, 0.5510], [0.4551, 0.5854, -0.0160], [-1.1215, 1.4560, -1.2206], [-0.4228, 0.1588, -0.3616], [0.1167, 0.1197, -0.0135], [0.1308, -0.1683, 0.0076], [-0.1887, 1.0080, -0.9315], [0.1393, 0.1113, 0.1982], [0.0115, -0.4297, 0.1537], [0.0754, -0.0911, -1.1336], [-0.4186, -0.1390, 0.1270], [-0.2499, -0.3248, -0.2633], [-0.1075, 0.0840, -0.3371], [0.2702, -0.0331, 0.3692], [0.0449, -0.2746, 0.4032], [0.3868, 0.3955, -0.9553], [-0.0279, -0.4755, 0.2713], [-1.0336, -0.0720, 0.8277], [-0.1144, -0.0853, 0.4216], [0.6517, 0.3900, -0.6855], [0.0767, -0.0532, 1.8182], [0.7466, 0.5481, 0.5218], [0.9611, 1.2563, 0.6201], [0.4016, -0.1699, 0.6302], [-0.2572, 0.4134, 0.3098], [0.0318, 0.0710, 0.0008], [-0.6164, -0.8764, 0.1426], [-0.0917, -0.3912, 0.0340], [0.5692, -0.1385, 0.1890], [-1.1838, 1.0221, -0.0594], [0.2621, -0.1963, 0.0426], [0.0523, -0.2074, -0.3209], [-0.3976, -0.0541, -0.1517], [-2.2703, 1.4080, -3.1656], [-0.2222, -0.3945, -1.2969], [0.2171, -0.0664, 0.1210], [0.0018, -0.3373, 0.3779], [-0.0661, 0.2975, 0.3119], [2.0383, -0.4082, -0.3602], [-0.4234, -0.4466, -0.3049], [2.2657, 0.6641, 0.6233], [0.0973, 0.4611, -0.1934], [-0.0469, -0.7774, -0.0587], [-0.1624, -0.0133, 0.2798], [-0.7786, -0.7947, -0.1889], [-0.5649, -0.0246, 0.4193], [-0.0003, -0.1078, 0.5693], [-0.1711, 0.4570, 0.2145], [-0.0605, 0.0232, -0.5224], [0.1953, 0.0451, 0.2242], [0.5631, -0.1249, -0.0540], [-0.3003, 0.1972, 0.2052], [1.4125, -0.4298, 0.9633], [0.4903, 0.3618, 0.0182], [0.1775, -0.3350, 0.2068], [-0.0434, 0.3135, 0.3949], [0.2510, 0.1398, -0.2310], [0.3797, 0.5838, 0.0740], [-0.0672, -0.0613, -0.0691], [-1.3789, -0.1256, -1.1428], [0.6504, 1.0259, 0.7512], [-0.0921, -0.0234, -0.3003], [-0.1253, 0.6723, -0.2975], [-1.0732, -0.3086, 0.2736], [-0.0919, -0.1769, -0.3770], [-0.4092, 0.5781, 0.2431], [-0.1448, 0.1838, -1.0255], [-0.3650, 0.1497, -0.6872], [-0.3462, 0.3350, 0.0927], [1.8593, -0.9863, -0.5041], [0.3546, -0.5449, -0.2428], [0.5313, 0.2571, -0.0560], [0.2155, 0.1811, 0.4270], [-0.0216, -0.2848, -0.4953], [0.2032, 0.1331, 0.1773], [-0.0120, -0.5844, 1.2706], [-0.1080, -0.7008, -0.4325], [-0.5491, -0.2736, 0.0675], [-0.2695, -0.2638, 0.4243], [-0.7933, -0.1241, -0.0490], [0.1262, -0.1370, -0.1217], [0.2398, 0.3107, -0.3541], [0.1470, 0.2240, -0.7256], [0.0644, -0.7276, -0.0701], [-1.5541, -2.7680, 0.8130], [0.4222, 0.2194, -0.7174], [-0.0902, -0.1657, -0.3369], [0.2779, 0.2933, -0.4459], [0.0320, 0.7725, 0.2947], [-0.3601, 0.2083, -1.4235], [-0.1058, -0.3460, -0.2668], [-0.4837, -0.2326, -0.1382], [0.0676, 0.3678, -0.0007], [-0.3596, 0.4778, 0.7393], [-0.3045, 0.1991, -0.0447], [-0.0341, 0.4544, 0.0781], [-0.4113, 0.1406, -1.0656], [-0.2175, 0.2361, -0.0182], [0.7929, -0.0339, 1.1556], [-0.1241, -0.3885, 0.3247], [-0.1797, -0.0095, -0.2879], [-0.6388, 0.1354, 0.3284], [-0.2846, 0.2535, 0.1960], [0.2724, -0.2392, 0.3375], [0.3359, -0.2412, 0.9880], [-0.2433, 0.7362, -1.1513], [-0.1739, -0.2443, 0.1825], [0.0319, -0.1674, -0.2216], [0.3798, -0.6498, 0.2594], [-0.2828, -0.5312, -0.1978], [0.0967, 0.3038, 0.4107], [-0.9398, 0.3631, 0.6620], [-0.5454, 0.1993, -0.2042], [0.2025, 0.1448, -0.2505], [-0.4168, -0.0802, 0.1128], [-0.1628, -0.1556, -0.0290], [1.8489, 0.9156, -0.7720], [0.2405, 0.5278, 1.9027], [0.5497, -0.2057, 0.1032], [0.2917, -0.9877, 0.2550], [0.9867, 2.3134, -0.0107], [-0.3702, 0.2011, 0.4069], [0.3603, -0.1212, 0.0183], [0.5077, -0.0553, -0.5702], [-0.1518, -0.3347, 0.6260], [-0.3958, 0.2327, -0.5756], [0.2032, -0.3136, -0.1244], [0.0331, -0.0131, -0.6871], [-1.2332, 0.9474, -0.6129], [-1.0363, 0.4830, 0.5978], [-0.5334, 0.2740, 0.0196], [-0.5894, 0.7341, 0.0255], [0.2710, 0.0390, 0.7539], [0.1237, 0.1711, -0.3205], [0.4218, 0.3840, -0.0641], [-0.0540, -0.1455, -1.4006], [-0.0230, 0.9035, -0.1064], [1.0313, 0.7542, -0.7155], [0.5765, 0.5498, -0.1407], [0.0615, -0.1423, 0.0259], [0.4206, -0.3343, 0.4621], [0.4623, -0.1034, 0.1471], [-0.5268, 0.0388, -0.4493], [1.4594, -0.5913, 1.7398], [0.1255, -0.0704, 0.2435], [0.1356, -0.5573, -0.1803], [-0.0879, 0.0939, -0.4818], [0.0815, -0.3814, -0.4571], [-0.3688, 0.0386, 0.8989], [-0.3503, 0.1049, -0.0011], [-0.1830, 0.2548, 0.2734], [0.2656, -0.4158, -0.3714], [0.7467, -1.0348, -0.5211], [-0.0332, -0.1915, 0.8225], [0.2629, 0.0366, 0.4328], [0.6590, 0.8571, 1.2013], [-0.0058, -0.8351, 0.2359], [-0.0352, -0.0632, 0.2339], [0.2283, -0.4747, 0.0874], [-0.0830, -0.0630, 0.3288], [-0.2217, 0.3922, 0.3356], [-0.1933, -0.4283, 0.4449], [-0.1459, -0.3530, 0.4864], [1.4240, 0.7907, -0.0746], [-0.0118, 0.0777, -0.2148], [-0.3503, 0.8497, -1.4623], [0.5272, -0.0779, 1.9509], [0.3898, 0.0466, 0.1831], [0.0930, 0.2393, -0.1002], [0.1837, 0.5460, 0.1419], [-0.6292, 0.4838, -1.1389], [0.1598, -0.1280, 3.4212], [-0.3187, 0.2939, 0.0855], [-0.2426, 0.1550, 0.4396], [0.3621, -0.1955, -0.8737], [-0.6435, -0.2040, -0.0509], [0.0851, 0.1854, -0.4697], [-0.1985, -0.6021, -0.0869], [-0.3692, 0.1609, -0.2765], [0.3185, 0.1854, 0.1779], [0.2594, 0.9573, 0.3466], [-0.2904, -0.0408, -0.1838], [-0.0565, -0.2938, -0.4006], [-0.3320, 0.5150, 0.1364], [-1.3121, 0.3849, 0.4843], [0.5336, -0.3338, -0.3725], [-1.6569, 0.0413, -1.6413], [0.4613, 0.5604, 0.3105], [-0.8928, -0.6383, -0.1234]], "lowdin_charge": [0.091, 0.084, -0.215, 0.115, 0.085, 0.082, -0.062, -0.184, 0.101, -0.185, 0.101, 0.164, 0.097, 0.108, 0.060, -0.061, 0.105, -0.227, 0.094, 0.093, 0.077, 0.102, 0.124, 0.108, 0.083, 0.063, -0.238, -0.270, 0.104, -0.029, 0.089, 0.115, -0.122, -0.177, -0.240, -0.239, 0.109, 0.113, -0.104, 0.087, -0.034, 0.086, 0.098, 0.123, -0.031, 0.061, -0.193, 0.110, 0.074, 0.095, -0.182, 0.105, 0.119, -0.111, 0.108, -0.214, -0.214, -0.150, -0.206, 0.107, -0.134, -0.208, -0.233, 0.120, -0.066, -0.208, 0.073, 0.081, 0.088, 0.102, 0.089, 0.104, -0.232, 0.082, 0.113, 0.119, 0.074, -0.112, 0.120, 0.112, 0.085, -0.043, 0.068, 0.073, 0.112, 0.120, 0.094, 0.063, -0.230, 0.097, 0.108, -0.176, 0.070, 0.131, 0.102, -0.093, 0.064, 0.068, 0.087, -0.122, 0.126, -0.167, 0.123, 0.100, 0.049, -0.175, 0.081, 0.091, -0.161, 0.096, 0.098, 0.079, 0.103, 0.083, -0.229, 0.075, -0.214, 0.092, -0.082, -0.200, -0.195, -0.177, -0.222, 0.107, 0.085, 0.097, 0.108, 0.105, -0.203, 0.083, 0.076, 0.084, -0.243, -0.158, -0.101, 0.103, 0.076, -0.177, 0.079, -0.125, 0.120, -0.096, 0.100, -0.066, -0.190, 0.062, 0.109, 0.116, 0.116, 0.048, 0.080, -0.187, 0.094, -0.104, 0.116, -0.199, 0.117, 0.082, -0.133, -0.191, 0.099, 0.104, -0.205, 0.084, -0.095, -0.191, 0.111, 0.109, -0.183, -0.220, 0.067, 0.114, 0.085, 0.094, -0.042, 0.081, 0.096, 0.104, 0.070, 0.121, 0.079, -0.154, 0.115, -0.218, -0.118, 0.065, 0.100, 0.086, -0.197, 0.103, 0.113, 0.096, -0.191, 0.084, 0.086, -0.194, 0.123, -0.184, 0.117, 0.089, 0.098, 0.126, 0.100, -0.204, -0.188, 0.114, 0.074, -0.048, 0.093, 0.071, -0.205, -0.201, 0.106, 0.056, 0.090, -0.234, -0.073, 0.118, -0.148, 0.190, 0.100, 0.055, 0.081, -0.194, -0.213, 0.076, 0.057, -0.182, -0.190, 0.081, -0.201, 0.106, 0.078, 0.118, -0.201, -0.205, -0.064, -0.040, 0.068, -0.090, 0.117, 0.114, 0.173, 0.090, 0.085, 0.115, 0.055, -0.108, 0.078, 0.099, 0.101, -0.202, -0.192, 0.081, -0.083, 0.080, 0.080, 0.097, 0.092, 0.091, 0.108, 0.084, -0.185, 0.073, -0.176, -0.220, 0.060, 0.113, 0.107, -0.198, -0.206, 0.125, -0.145, 0.078, 0.102, -0.112, 0.078, 0.085, 0.112, -0.241, 0.113, 0.085, -0.134, 0.095, -0.206, 0.125, -0.127, -0.221]}